Below is a structure of composition C44H47N3P2PtS3, with properties calculated with ωB97M-V/def2-TZVPD.

Calculated total energy ... -3865.260060 a.u.
Net charge ... +2
Highest occupied orbital energy (alpha / beta) ... -11.8 / -12.3 eV
Frontier orbital gap (alpha / beta) ... 7.54 / 4.52 eV
<S²> ... 6.0566
Multiplicity ... 5

Last column: natural (NBO) charge in e.
CARTESIAN COORDINATES (ANGSTROEM)
Pt 0.054 0.052 0.031  0.619
C -3.148 0.428 -0.212  -0.412
N -2.249 -0.741 -0.079  -0.493
C -2.266 -1.552 -1.323  -0.239
C -1.084 -2.497 -1.395  -0.231
N 0.193 -1.769 -1.603  -0.515
C 1.343 -2.633 -1.258  -0.415
C 0.288 -1.299 -2.972  0.271
C 0.522 -2.191 -4.001  -0.261
C 0.595 -1.754 -5.321  -0.108
C 0.417 -0.411 -5.636  -0.207
C 0.167 0.490 -4.627  -0.134
C 0.106 0.072 -3.277  -0.324
S -0.178 1.267 -2.100  0.220
C -2.622 -1.558 1.060  0.151
C -3.931 -1.967 1.226  -0.185
C -4.297 -2.771 2.302  -0.124
C -3.347 -3.195 3.227  -0.206
C -2.036 -2.812 3.069  -0.135
C -1.645 -1.982 1.993  -0.292
S -0.005 -1.537 1.902  0.222
H -4.144 0.140 -0.556  0.201
H -2.719 1.126 -0.929  0.221
H -3.231 0.921 0.755  0.224
H -2.248 -0.855 -2.164  0.223
H -3.201 -2.117 -1.393  0.219
H -1.239 -3.228 -2.195  0.217
H -0.988 -3.057 -0.463  0.222
H 1.291 -3.603 -1.758  0.200
H 1.354 -2.797 -0.182  0.220
H 2.263 -2.130 -1.550  0.223
H 0.650 -3.243 -3.789  0.233
H 0.784 -2.473 -6.107  0.243
H 0.468 -0.079 -6.663  0.248
H 0.016 1.539 -4.847  0.241
H -4.689 -1.663 0.517  0.226
H -5.330 -3.074 2.410  0.242
H -3.636 -3.824 4.056  0.248
H -1.277 -3.135 3.770  0.241
C 3.517 4.629 5.323  -0.742
S 2.857 5.708 4.037  0.189
C 3.822 5.159 2.596  -0.530
C 3.004 4.305 1.629  -0.417
C 2.619 2.980 2.264  -0.246
N 1.779 2.104 1.426  -1.109
P 2.345 0.727 0.626  1.251
C 3.034 -0.357 1.895  -0.427
C 3.819 -1.446 1.512  -0.212
C 4.246 -2.364 2.457  -0.184
C 3.896 -2.201 3.792  -0.202
C 3.116 -1.122 4.178  -0.133
C 2.678 -0.205 3.233  -0.236
C 3.749 1.236 -0.383  -0.448
C 3.513 1.689 -1.682  -0.130
C 4.553 2.191 -2.449  -0.223
C 5.837 2.238 -1.923  -0.163
C 6.082 1.782 -0.636  -0.198
C 5.044 1.280 0.135  -0.180
P 0.088 2.149 1.306  1.252
C -0.381 3.541 0.257  -0.457
C -1.705 3.985 0.272  -0.146
C -2.125 4.952 -0.626  -0.213
C -1.230 5.482 -1.548  -0.179
C 0.083 5.039 -1.573  -0.189
C 0.506 4.064 -0.681  -0.209
C -0.540 2.546 2.945  -0.465
C -0.589 3.868 3.392  -0.173
C -0.984 4.145 4.691  -0.185
C -1.333 3.112 5.548  -0.165
C -1.285 1.794 5.112  -0.226
C -0.889 1.512 3.815  -0.128
H 3.007 4.894 6.248  0.242
H 4.583 4.798 5.461  0.227
H 3.330 3.576 5.111  0.199
H 4.693 4.610 2.958  0.219
H 4.195 6.044 2.083  0.242
H 3.582 4.125 0.716  0.211
H 2.109 4.858 1.339  0.213
H 2.086 3.164 3.201  0.226
H 3.521 2.416 2.519  0.212
H 4.117 -1.568 0.476  0.223
H 4.862 -3.201 2.155  0.233
H 4.238 -2.914 4.530  0.235
H 2.849 -0.989 5.218  0.221
H 2.057 0.627 3.545  0.226
H 2.514 1.654 -2.097  0.199
H 4.365 2.541 -3.455  0.230
H 6.651 2.627 -2.520  0.236
H 7.084 1.815 -0.229  0.236
H 5.244 0.923 1.137  0.229
H -2.404 3.594 1.003  0.215
H -3.148 5.303 -0.600  0.233
H -1.558 6.246 -2.241  0.235
H 0.783 5.455 -2.286  0.229
H 1.531 3.716 -0.712  0.225
H -0.309 4.680 2.733  0.233
H -1.010 5.171 5.034  0.237
H -1.643 3.334 6.560  0.235
H -1.561 0.990 5.781  0.229
H -0.855 0.483 3.479  0.198